Molecular formula: C32H44MnN4P2Si
Method: DFT, ωB97M-V/def2-TZVPD

As for the frontier orbital gap (alpha / beta): 0.20401 / 0.25547 hartree. For the HOMO energy (alpha / beta), the calculation gives -7.08 / -8.45 eV. As for the multiplicity: 6. As for the expectation value of S²: 8.78.

The geometry in XYZ format:
```
84
C32H44MnN4P2Si (ωB97M-V/def2-TZVPD)
Mn 0.239 -2.157 0.395
C -0.800 2.553 3.557
C -1.527 2.150 2.519
C -1.195 2.302 1.058
C 0.093 1.712 0.482
C 1.422 2.420 0.648
C 1.752 3.359 1.539
C 0.858 4.227 2.352
C 0.170 3.683 3.624
C 1.916 -2.779 1.258
H -0.969 2.006 4.491
H -2.407 1.517 2.697
H -1.251 3.332 0.696
H -1.992 1.741 0.558
H 0.197 0.691 0.890
H -0.062 1.614 -0.606
H 2.211 2.031 -0.012
H 2.813 3.522 1.763
H 0.059 4.647 1.730
H 1.536 5.028 2.719
H 0.957 3.403 4.337
H -0.337 4.536 4.127
H 1.499 -3.416 2.079
H 2.299 -1.810 1.662
H 2.618 -3.310 0.583
P 1.496 -1.530 -1.489
P -2.324 -0.617 -1.507
N 2.838 -0.263 -1.995
N 2.012 -2.666 -2.803
N -2.229 0.966 -2.369
N -3.752 -1.036 -2.662
C 0.210 -0.673 -2.477
C -1.116 -1.452 -2.585
C 4.032 -0.075 -1.324
C 4.868 0.746 -2.087
C 4.164 1.056 -3.287
C 2.921 0.433 -3.194
C 2.496 -3.945 -2.581
C 2.870 -4.500 -3.800
C 2.624 -3.521 -4.812
C 2.098 -2.403 -4.169
C -2.730 2.176 -1.868
C -2.426 3.195 -2.769
C -1.766 2.593 -3.885
C -1.711 1.226 -3.645
C -4.423 -0.387 -3.704
C -5.280 -1.292 -4.338
C -5.121 -2.552 -3.674
C -4.177 -2.366 -2.672
H 0.555 -0.453 -3.509
H 0.098 0.304 -1.952
H -1.458 -1.495 -3.638
H -1.062 -2.496 -2.223
H 4.180 -0.520 -0.351
H 5.859 1.077 -1.833
H 4.482 1.659 -4.123
H 2.097 0.470 -3.899
H 2.530 -4.335 -1.575
H 3.265 -5.488 -3.957
H 2.796 -3.592 -5.872
H 1.785 -1.461 -4.595
H -3.250 2.177 -0.919
H -2.666 4.245 -2.638
H -1.390 3.078 -4.778
H -1.289 0.451 -4.275
H -4.232 0.650 -3.948
H -5.943 -1.052 -5.162
H -5.646 -3.471 -3.902
H -3.745 -3.076 -1.983
C -1.701 -0.047 6.084
Si -0.184 -0.976 5.421
C 1.358 -0.076 6.055
C -0.238 -2.207 6.884
C -0.211 -1.378 3.582
C -0.052 -1.560 2.329
H -1.623 -0.214 7.171
H -2.686 -0.438 5.788
H -1.694 1.040 5.937
H 1.366 -0.045 7.164
H 2.302 -0.572 5.790
H 1.481 0.966 5.735
H -1.082 -2.902 6.902
H 0.678 -2.781 7.041
H -0.352 -1.597 7.797
```

Löwdin population analysis, charges in e, atoms 1 to 5: 0.553 -0.110 -0.086 -0.205 -0.193



Molecular formula: C13H13NO2S
Method: DFT, ωB97M-V/def2-TZVPD

As for the frontier orbital gap: 0.31299 hartree. For the HOMO energy, the calculation gives -8.42 eV.

The geometry in XYZ format:
```
30
C13H13NO2S (ωB97M-V/def2-TZVPD)
O -0.530 0.226 -1.945
O 0.707 -1.949 2.604
S 1.408 -3.080 0.404
C 0.021 -0.531 -1.163
C 1.083 -1.736 1.431
C -2.070 3.002 0.558
C -1.454 3.535 1.722
C -1.693 1.746 0.054
C -0.419 2.855 2.321
C -0.614 1.163 0.597
C -0.003 1.690 1.673
N 0.085 -0.005 0.128
C 0.141 -2.032 -3.322
C 0.153 -3.014 -0.948
C 1.247 0.802 2.053
C 0.567 -1.805 -1.794
C 1.203 -0.261 0.966
H -2.741 3.657 0.111
H -1.675 4.536 2.008
H -2.250 1.354 -0.779
H 0.254 3.329 3.032
H 0.473 -1.205 -3.847
H 0.545 -2.970 -3.815
H -0.987 -2.200 -3.319
H -0.870 -2.969 -0.661
H 0.228 -3.971 -1.503
H 2.193 1.386 1.885
H 1.264 0.298 3.030
H 1.629 -1.555 -1.825
H 2.102 -0.295 0.347
```

natural (NBO) population analysis, charges in e, atoms 1 to 5: -0.599 -0.506 0.202 0.680 0.373